101
Properties=species:S:1:pos:R:3 method="wB97M-V/def2-TZVPD" gap_ev=4.1 lumo_ev=-3.337 mol_weight_g_mol=1048.9 total_charge=0 multiplicity=1 e_homo_ev=-7.44
Zn 1.566 -0.208 -0.804
Zn 5.062 -1.854 0.942
K 0.879 -3.662 -2.505
K 4.666 -1.055 -3.137
S 4.533 0.537 0.173
O 3.107 0.722 -0.071
O 5.376 1.679 -0.011
O 4.600 -0.036 1.510
O 5.030 -0.627 -0.531
S 0.810 -0.380 -3.266
O 0.247 -0.941 -2.043
O 1.934 0.365 -2.732
O 1.230 -1.468 -4.066
O -0.050 0.556 -3.958
S 2.157 -2.385 0.394
O 3.293 -2.400 1.288
O 1.157 -1.426 0.724
O 2.649 -1.863 -0.899
O 1.602 -3.705 0.230
C 2.890 3.469 -2.007
C 3.965 3.367 -2.936
N 4.776 3.336 -3.733
H 2.224 4.313 -2.188
H 3.195 3.614 -0.971
H 2.310 2.568 -2.207
C -1.344 3.182 0.805
C -0.402 2.180 0.292
N 0.405 1.428 -0.136
H -2.337 2.774 0.619
H -1.264 4.075 0.186
H -1.237 3.481 1.848
N 1.119 -4.268 3.171
C 1.966 -3.720 4.116
C 2.152 -4.604 5.133
C 1.491 -5.709 4.869
C 0.794 -5.498 3.708
H 0.988 -4.044 2.194
H 2.485 -2.851 3.739
H 2.746 -4.466 6.023
H 1.489 -6.582 5.504
H 0.007 -6.023 3.187
N -1.213 2.933 -3.516
C -2.437 3.205 -4.099
C -2.750 4.530 -3.740
C -1.882 4.842 -2.668
C -0.843 3.876 -2.583
H -0.607 2.145 -3.696
H -2.838 2.481 -4.793
H -3.731 4.911 -3.982
H -1.901 5.660 -1.963
H 0.049 3.667 -2.012
N -4.455 -1.773 -0.027
C -3.723 -0.968 0.856
C -4.531 -0.194 1.697
C -5.871 -0.602 1.345
C -5.789 -1.488 0.301
H -4.038 -2.509 -0.579
H -2.651 -0.995 0.725
H -4.357 0.552 2.459
H -6.738 -0.192 1.842
H -6.613 -2.093 -0.049
N -2.280 -3.160 -1.599
C -1.414 -3.463 -0.587
C -1.545 -4.752 -0.255
C -2.632 -5.249 -1.022
C -3.030 -4.267 -1.908
H -2.468 -2.264 -2.027
H -0.852 -2.695 -0.076
H -0.909 -5.273 0.446
H -3.014 -6.249 -1.163
H -3.715 -4.195 -2.740
N 4.571 3.597 1.451
C 3.389 3.218 2.179
C 3.145 4.292 3.050
C 4.128 5.312 2.834
C 4.967 4.878 1.808
H 5.027 2.924 0.851
H 2.964 2.233 2.059
H 2.370 4.286 3.802
H 4.069 6.273 3.322
H 5.954 5.271 1.613
N -2.597 -0.634 -3.950
C -3.465 -0.224 -2.878
C -4.644 -0.800 -3.001
C -4.587 -1.556 -4.162
C -3.360 -1.428 -4.739
H -1.714 -0.221 -4.215
H -3.113 0.574 -2.241
H -5.497 -0.678 -2.349
H -5.439 -2.107 -4.533
H -2.970 -1.905 -5.626
N 0.620 0.009 3.012
C 1.766 0.246 3.744
C 1.472 1.401 4.512
C 0.094 1.744 4.298
C -0.363 0.910 3.316
H 0.625 -0.750 2.346
H 2.665 -0.327 3.573
H 2.187 1.822 5.204
H -0.414 2.539 4.823
H -1.335 0.807 2.856